[1]
This record from the OMol25 dataset describes a molecular structure, C27H45NO2P2V in a non-equilibrium geometry. The level of theory is the ωB97M-V functional and the def2-TZVPD basis.

## Properties
E_HOMO (spin up / spin down) = -9.19 / -9.09 eV
DFT total energy = -2887.29791 Eh
M = 528.55 g mol⁻¹

Structure (ORCA input):
```
! RIJCOSX wB97M-V def2-TZVPD def2/J DEFGRID3
* xyz 1 3
H 0.881 -1.501 4.142
H -5.291 -1.343 -0.074
H 1.641 -3.566 1.465
C 2.069 1.689 3.019
O -2.943 -2.029 -1.198
H -1.960 -0.141 -4.775
H 3.562 -1.453 3.543
H 2.173 -3.117 -2.552
C -0.140 -3.572 -1.504
C 1.224 2.482 2.087
C -4.309 -0.342 1.613
H 3.365 2.899 -0.296
H -0.392 3.734 4.425
H -1.139 -4.032 -1.529
C 0.073 3.886 -1.188
H 1.563 0.734 3.268
H -1.317 -2.214 -2.778
H -0.452 -3.888 0.660
H -4.565 -2.439 1.124
H 0.772 -0.755 -3.340
C -4.459 -1.466 0.625
H -0.325 -2.014 2.935
H -0.067 4.977 -1.235
H -0.403 1.961 4.273
H 0.575 -4.325 -1.862
H 2.219 1.840 -1.130
H -4.856 0.560 1.305
C -0.256 -2.416 -2.556
P -1.272 1.463 -3.124
C -3.111 -1.464 -0.115
H 2.696 -4.399 -0.700
H 3.051 1.453 2.588
H 2.423 -0.311 -1.680
C -2.408 0.254 -3.855
H -1.783 2.913 3.700
C 0.142 -3.311 -0.066
C 2.561 2.159 -0.128
N -2.167 -0.742 0.581
H 3.908 -2.546 2.157
H -0.080 0.683 -5.083
C 0.731 -2.086 3.226
C 0.312 3.423 0.199
C -0.353 0.204 -1.861
C 3.498 -1.566 2.450
C -2.805 -0.042 1.596
C 1.434 2.703 0.693
C -0.689 2.898 3.765
C -0.643 3.554 1.255
H 1.060 1.453 -3.918
H 3.024 1.284 0.364
H -2.430 3.864 0.128
C 0.059 1.487 -4.358
C 2.728 -3.325 -0.445
H -2.690 3.592 1.863
H -1.197 -0.113 -1.220
P 1.777 -1.427 1.889
H -0.850 3.443 -1.603
H -3.260 0.891 -4.131
H -2.080 5.161 1.292
H 4.086 -0.768 1.962
C -0.056 2.996 2.438
H 2.234 2.220 3.970
C 1.568 -3.045 0.487
H 0.993 -3.133 3.405
H 0.909 3.629 -1.854
V 0.502 -1.480 -0.199
C 1.823 -1.217 -1.546
H -4.619 -0.600 2.633
H 0.306 0.887 -1.276
H -2.755 -0.539 -3.176
H 3.652 -2.254 -2.041
C 0.477 -1.068 -2.317
H 3.668 -3.176 0.104
O -2.237 0.674 2.428
H -0.097 2.460 -4.836
H 0.116 -2.863 -3.501
C -2.018 4.069 1.132
C 2.614 -2.492 -1.744
*
```

[2]
This record from the OMol25 dataset describes C3H4FNO in the gas phase in a non-equilibrium geometry. The level of theory is the ωB97M-V functional and the def2-TZVPD basis.

## Properties
E_HOMO (spin up / spin down) = -8.77 / -8.71 eV
DFT total energy = -346.35791 Eh
M = 89.07 g mol⁻¹

Structure (ORCA input):
```
! RIJCOSX wB97M-V def2-TZVPD def2/J DEFGRID3
* xyz 0 1
O -0.562 -1.372 -0.913
H 0.484 0.216 1.574
H 1.294 1.234 -0.681
C -0.134 0.550 0.769
N -1.305 -0.266 0.557
C 0.548 0.536 -0.501
C 0.316 -0.522 -1.241
H 1.093 -0.815 -2.076
F -1.330 -1.163 1.636
H -0.404 1.602 0.876
*
```

[3]
This record from the OMol25 dataset describes 2 unconnected molecules or ions with the total composition C5H11NO in a non-equilibrium geometry. The level of theory is the ωB97M-V functional and the def2-TZVPD basis.

## Properties
SMILES = C=C(N)/C=C/C.O
E_HOMO = -8.47 eV
DFT total energy = -327.05161 Eh
M = 101.15 g mol⁻¹

Structure (ORCA input):
```
! RIJCOSX wB97M-V def2-TZVPD def2/J DEFGRID3
* xyz 0 1
H 2.990 -0.028 1.370
N 2.021 0.213 1.258
H 1.617 -0.542 -2.020
C 0.081 -0.784 0.106
C -2.333 -0.762 0.704
H 1.798 1.093 1.683
C 2.106 -0.254 -1.100
H -0.679 -0.290 2.007
O -1.174 1.723 -1.895
H 3.149 0.029 -1.142
H -2.568 -1.094 -0.308
H -0.491 1.310 -1.350
C -0.898 -0.476 0.952
H -2.957 0.113 0.888
H -2.752 -1.525 1.369
C 1.438 -0.226 0.055
H -1.079 2.665 -1.725
H -0.267 -1.165 -0.853
*
```

[4]
This record from the OMol25 dataset describes 2 unconnected molecules or ions with the total composition C2H5O in a non-equilibrium geometry. The level of theory is the ωB97M-V functional and the def2-TZVPD basis.

## Properties
E_HOMO = -2.24 eV
DFT total energy = -154.38326 Eh
M = 45.06 g mol⁻¹

Structure (ORCA input):
```
! RIJCOSX wB97M-V def2-TZVPD def2/J DEFGRID3
* xyz -1 1
H -2.384 -1.253 -0.448
H -1.697 0.320 1.259
H 2.685 0.861 -0.624
O 1.919 0.920 -0.043
H 0.092 0.155 0.590
H -0.667 -1.182 -1.207
C -0.976 -0.087 0.561
C -1.344 -0.933 -0.402
*
```

[5]
This record from the OMol25 dataset describes C3H6N2O in the gas phase in a non-equilibrium geometry. The level of theory is the ωB97M-V functional and the def2-TZVPD basis.

## Properties
SMILES = O/N=C/[C@@H]1CN1
E_HOMO = -9.39 eV
DFT total energy = -302.51236 Eh
M = 86.09 g mol⁻¹

Structure (ORCA input):
```
! RIJCOSX wB97M-V def2-TZVPD def2/J DEFGRID3
* xyz 0 1
C -0.423 0.502 0.586
H -0.367 0.875 1.656
H -1.063 -1.631 1.004
O 0.019 2.642 -0.081
H -0.361 -0.123 -1.572
N -0.441 -1.073 -1.241
H 0.103 2.889 0.832
H 1.003 -2.488 -0.442
C 0.674 -1.384 -0.374
H 1.360 -0.588 -0.366
C -0.538 -0.896 0.282
N 0.034 1.276 -0.283
*
```

[6]
This record from the OMol25 dataset describes 3 unconnected molecules or ions with the total composition C3H13NO2 in a non-equilibrium geometry. The level of theory is the ωB97M-V functional and the def2-TZVPD basis.

## Properties
SMILES = CCCN.O.O
E_HOMO = -9.63 eV
DFT total energy = -327.29193 Eh
M = 95.14 g mol⁻¹

Structure (ORCA input):
```
! RIJCOSX wB97M-V def2-TZVPD def2/J DEFGRID3
* xyz 0 1
N 0.968 0.255 1.097
C 0.360 -2.102 0.351
O 0.060 4.375 1.223
H 0.427 0.396 1.939
H 0.162 3.369 1.339
H 0.320 -0.202 -0.877
H -0.118 -2.401 1.283
H 1.401 -2.387 0.477
H -1.384 -2.591 -0.847
C 0.121 -0.654 0.115
H -0.138 4.418 0.283
H -0.742 3.002 -2.176
H -0.817 1.795 -1.163
H -0.923 -0.397 0.132
O -0.938 2.754 -1.221
C -0.351 -2.917 -0.837
H -0.125 -3.984 -0.700
H -0.101 -2.563 -1.810
H 1.818 -0.166 1.392
*
```

[7]
This record from the OMol25 dataset describes 2 unconnected molecules or ions with the total composition C10H14N2 in a non-equilibrium geometry. The level of theory is the ωB97M-V functional and the def2-TZVPD basis.

## Properties
E_HOMO = -7.38 eV
DFT total energy = -498.61219 Eh
M = 162.24 g mol⁻¹

Structure (ORCA input):
```
! RIJCOSX wB97M-V def2-TZVPD def2/J DEFGRID3
* xyz 0 1
N -1.956 -0.813 -0.303
H -0.181 1.398 0.750
H -1.476 -0.984 1.671
H 0.402 2.088 -1.627
H 1.896 -2.604 1.683
H -4.158 1.543 -0.719
C -3.493 0.861 -0.335
C 2.180 -0.698 0.375
H -2.641 -0.017 -2.140
H 2.147 2.094 -1.282
N -1.087 -1.624 -0.669
H 2.557 -1.999 -1.359
H 2.803 -0.144 1.039
H -3.586 1.207 1.746
C -3.090 0.586 1.046
H 0.725 -2.435 0.136
H 1.547 1.568 1.304
C 1.088 -0.003 -0.112
C 0.913 1.411 0.398
C -2.112 -0.379 1.066
H 3.747 -2.391 -0.201
C 1.624 -2.157 0.636
C 2.731 -1.968 -0.353
C 1.091 2.228 -0.925
H 1.113 3.211 -0.722
C -2.785 0.021 -1.103
*
```

[8]
This record from the OMol25 dataset describes C3H4F2 in the gas phase. The level of theory is the ωB97M-V functional and the def2-TZVPD basis.

## Properties
SMILES = C=C(F)CF
E_HOMO = -10.03 eV
DFT total energy = -316.40838 Eh
M = 78.06 g mol⁻¹

Structure (ORCA input):
```
! RIJCOSX wB97M-V def2-TZVPD def2/J DEFGRID3
* xyz 0 1
H 0.591 -1.760 0.481
F -1.095 -0.932 1.152
C 0.216 -0.780 0.804
H -1.602 0.789 -0.621
H -0.339 1.617 -1.683
C -0.574 0.918 -0.902
H 0.763 -0.457 1.699
F 1.671 0.376 -0.635
C 0.369 0.228 -0.296
*
```

What did the third record say?
This record from the OMol25 dataset describes 2 unconnected molecules or ions with the total composition C5H11NO in a non-equilibrium geometry. The level of theory is the ωB97M-V functional and the def2-TZVPD basis.

## Properties
SMILES = C=C(N)/C=C/C.O
E_HOMO = -8.47 eV
DFT total energy = -327.05161 Eh
M = 101.15 g mol⁻¹

Structure (ORCA input):
```
! RIJCOSX wB97M-V def2-TZVPD def2/J DEFGRID3
* xyz 0 1
H 2.990 -0.028 1.370
N 2.021 0.213 1.258
H 1.617 -0.542 -2.020
C 0.081 -0.784 0.106
C -2.333 -0.762 0.704
H 1.798 1.093 1.683
C 2.106 -0.254 -1.100
H -0.679 -0.290 2.007
O -1.174 1.723 -1.895
H 3.149 0.029 -1.142
H -2.568 -1.094 -0.308
H -0.491 1.310 -1.350
C -0.898 -0.476 0.952
H -2.957 0.113 0.888
H -2.752 -1.525 1.369
C 1.438 -0.226 0.055
H -1.079 2.665 -1.725
H -0.267 -1.165 -0.853
*
```

Question: Among the records above, which one has the lowest M?
Answer: C2H5O

Question: Which formula does entry 7 have?
Answer: C10H14N2